<1>
Computed, not measured: an isolated molecule of C3H6O2S, with the ωB97M-V functional and the def2-TZVPD basis.

```
! RIJCOSX wB97M-V def2-TZVPD def2/J DEFGRID3
* xyz 0 1
C -1.74 1.58 -0.14
O -0.32 1.41 -0.28
C 0.13 0.20 -0.08
S -0.79 -1.21 0.36
O 1.42 0.27 -0.21
C 2.15 -0.97 -0.04
H -2.26 0.79 -0.71
H -2.03 2.55 -0.50
H -2.03 1.48 0.91
H 1.92 -1.33 0.93
H 3.21 -0.79 -0.16
H 1.74 -1.72 -0.76
*
```

Values from the calculation:
HOMO level = -8.8 eV
LUMO = 0.85 eV
Frontier orbital gap = 9.613 eV

natural (NBO) population analysis, charges in e, atoms 1 to 5: -0.2656 -0.4746 0.5816 -0.3271 -0.4746

***

<2>
Computed, not measured: a 2-piece molecular cluster, C3H6O2S overall, with the ωB97M-V functional and the def2-TZVPD basis.

```
! RIJCOSX wB97M-V def2-TZVPD def2/J DEFGRID3
* xyz 0 1
C 0.96 -0.47 -1.26
C -0.28 -0.22 -0.54
C -0.19 -0.43 0.97
O -1.26 0.04 -1.14
H 1.68 -1.13 -0.88
H 0.68 -0.77 -2.26
H 1.50 0.41 -1.52
H -1.15 -0.15 1.50
H 0.58 0.22 1.32
H 0.05 -1.54 1.05
O 2.39 -2.97 -2.30
S 1.71 -3.32 -3.58
*
```

Values from the calculation:
HOMO level (alpha / beta) = -9.5 / -9.5 eV
LUMO (alpha / beta) = -1.82 / -1.83 eV
Frontier orbital gap (alpha / beta) = 7.693 / 7.689 eV

natural (NBO) population analysis, charges in e, atoms 1 to 5: -0.7411 0.5961 -0.7164 -0.5358 0.2313

***

Which one sits at the bottom of the stability order? <2> does.

***

<1>
Computed, not measured: an isolated molecule of C3H6O2S, with the ωB97M-V functional and the def2-TZVPD basis.

```
! RIJCOSX wB97M-V def2-TZVPD def2/J DEFGRID3
* xyz 0 1
O 0.67 -1.17 -1.08
C 0.94 -1.11 0.13
O 1.02 0.00 0.87
C 0.54 1.18 0.29
C -0.97 1.38 -0.05
S -2.05 0.53 1.13
H 1.45 -1.97 0.48
H 0.73 2.05 0.95
H 1.12 1.45 -0.62
H -1.22 2.44 0.03
H -1.28 1.06 -1.08
H -3.06 1.40 1.01
*
```

Values from the calculation:
HOMO level = -9.2 eV
LUMO = 0.70 eV
Frontier orbital gap = 9.906 eV

natural (NBO) population analysis, charges in e, atoms 1 to 5: -0.5845 0.6252 -0.4784 -0.0990 -0.5466

***

<2>
Computed, not measured: an isolated molecule of C3H6O2S, with the ωB97M-V functional and the def2-TZVPD basis.

```
! RIJCOSX wB97M-V def2-TZVPD def2/J DEFGRID3
* xyz 0 1
O 1.30 -2.08 0.85
C 1.06 -1.02 1.30
C 0.08 0.02 0.62
C -0.80 -0.63 -0.47
S 0.20 -0.52 -2.13
O 0.78 0.99 -1.97
H 1.54 -0.63 2.24
H 0.77 0.78 0.16
H -0.42 0.58 1.41
H -1.02 -1.66 -0.45
H -1.73 -0.10 -0.57
H 0.10 1.66 -1.91
*
```

Values from the calculation:
HOMO level = -8.6 eV
LUMO = 0.52 eV
Frontier orbital gap = 9.166 eV

natural (NBO) population analysis, charges in e, atoms 1 to 5: -0.5128 0.4590 -0.5548 -0.5119 0.4774

***

<3>
Computed, not measured: an isolated molecule of C3H6O2S, with the ωB97M-V functional and the def2-TZVPD basis.

```
! RIJCOSX wB97M-V def2-TZVPD def2/J DEFGRID3
* xyz 0 1
O -1.74 1.33 -0.43
C -1.52 0.17 -0.08
O -2.65 -0.54 0.52
C -0.24 -0.58 -0.09
C 1.00 0.40 0.01
S 2.63 -0.40 -0.01
H -3.24 0.19 0.78
H -0.20 -1.40 0.64
H -0.16 -1.09 -1.05
H 0.93 0.95 0.89
H 1.02 1.01 -0.92
H 4.17 -0.05 -0.26
*
```

Values from the calculation:
HOMO level = -9.2 eV
LUMO = -0.52 eV
Frontier orbital gap = 8.702 eV

natural (NBO) population analysis, charges in e, atoms 1 to 5: -0.5674 0.7966 -0.7148 -0.5338 -0.4608

***

Which one sits at the bottom of the stability order? <3> does.

***

<1>
Computed, not measured: an isolated molecule of C6H11NS, with the ωB97M-V functional and the def2-TZVPD basis.

```
! RIJCOSX wB97M-V def2-TZVPD def2/J DEFGRID3
* xyz 0 1
C -0.23 0.45 1.41
C -0.05 0.35 -0.15
C -1.11 0.96 -1.00
C -0.32 -2.06 1.43
C 2.06 1.47 -1.77
C -0.57 -0.78 2.20
N -0.02 1.62 1.69
S 1.54 0.11 -0.67
H -1.73 1.63 -0.41
H -1.76 0.15 -1.37
H -0.73 1.49 -1.87
H 0.75 -2.18 1.23
H -0.83 -2.04 0.47
H -0.67 -2.92 1.99
H 2.79 1.06 -2.46
H 2.52 2.23 -1.14
H 1.23 1.89 -2.32
H 0.02 -0.76 3.12
H -1.62 -0.70 2.49
*
```

Values from the calculation:
HOMO level (alpha / beta) = -7.6 / -8.5 eV
LUMO (alpha / beta) = 0.20 / 0.08 eV
Frontier orbital gap (alpha / beta) = 7.830 / 8.624 eV

natural (NBO) population analysis, charges in e, atoms 1 to 5: 0.1403 -0.1722 -0.6755 -0.6024 -0.7411

***

<2>
Computed, not measured: C6H11NS as an isolated structure, with the ωB97M-V functional and the def2-TZVPD basis.

```
! RIJCOSX wB97M-V def2-TZVPD def2/J DEFGRID3
* xyz 0 1
C 0.79 -0.58 -1.11
C 0.37 0.71 -0.46
C -0.34 -0.40 0.52
C 1.28 -1.11 -2.48
C 1.55 1.38 0.32
C -2.68 0.00 2.23
N 0.18 -1.45 -0.40
S -2.18 -0.26 0.52
H -0.22 1.33 -1.13
H 0.08 -0.50 1.47
H 1.90 -0.37 -3.10
H 0.36 -1.36 -3.06
H 1.82 -2.01 -2.32
H 2.16 0.66 0.87
H 1.11 2.01 1.06
H 2.18 1.95 -0.34
H -3.61 0.49 2.12
H -1.84 0.48 2.68
H -2.91 -0.96 2.61
*
```

Values from the calculation:
HOMO level = -8.3 eV
LUMO = 0.89 eV
Frontier orbital gap = 9.196 eV

natural (NBO) population analysis, charges in e, atoms 1 to 5: 0.2853 -0.2791 -0.1679 -0.6681 -0.6091

***

Which one sits at the bottom of the stability order? <1> does.

***

<1>
Computed, not measured: an isolated molecule of C6H11NS, with the ωB97M-V functional and the def2-TZVPD basis.

```
! RIJCOSX wB97M-V def2-TZVPD def2/J DEFGRID3
* xyz 0 1
C -2.02 -1.49 0.64
C -1.48 -0.99 -0.57
C -0.25 -0.26 -0.77
C 0.75 -1.20 -0.55
S 2.43 -0.67 -0.70
C 2.60 0.11 0.92
C -0.28 1.05 -1.11
N -0.54 1.90 0.21
H -3.16 -1.42 0.59
H -1.58 -1.82 1.72
H -2.33 -1.07 -1.50
H 0.30 -2.17 -0.46
H 1.68 0.58 1.29
H 3.05 -0.58 1.73
H 3.57 0.81 0.71
H 0.66 1.50 -1.26
H -1.12 1.29 -1.66
H -1.38 1.55 0.78
H -0.88 2.88 -0.01
*
```

Values from the calculation:
HOMO level = -8.4 eV
LUMO = 0.51 eV
Frontier orbital gap = 8.934 eV

natural (NBO) population analysis, charges in e, atoms 1 to 5: -0.4337 -0.1898 -0.0769 -0.3396 0.2198

***

<2>
Computed, not measured: an isolated molecule of C6H11NS, with the ωB97M-V functional and the def2-TZVPD basis.

```
! RIJCOSX wB97M-V def2-TZVPD def2/J DEFGRID3
* xyz 0 1
C 2.34 -0.42 -0.45
C 0.91 -0.49 0.07
N 0.90 -0.73 1.50
C -0.07 0.52 -0.56
C -1.16 1.20 0.22
C -2.42 0.31 0.06
S -1.80 -1.51 0.00
C -0.26 -0.97 -0.81
H 2.44 -0.05 -1.56
H 2.88 -1.40 -0.41
H 2.93 0.28 0.12
H 1.25 0.12 1.96
H 0.03 -0.96 1.88
H 0.27 1.13 -1.42
H -0.79 1.22 1.34
H -1.29 2.21 -0.07
H -2.89 0.50 -0.92
H -3.18 0.44 0.87
H -0.09 -1.38 -1.82
*
```

Values from the calculation:
HOMO level = -8.5 eV
LUMO = 0.91 eV
Frontier orbital gap = 9.389 eV

natural (NBO) population analysis, charges in e, atoms 1 to 5: -0.6033 0.1140 -0.8232 -0.2608 -0.4242

***

<3>
Computed, not measured: an isolated molecule of C6H11NS, with the ωB97M-V functional and the def2-TZVPD basis.

```
! RIJCOSX wB97M-V def2-TZVPD def2/J DEFGRID3
* xyz 0 1
C 3.16 -0.51 0.22
C 1.82 0.06 -0.25
S 1.67 1.65 -0.63
N 0.84 -0.85 -0.30
C -0.49 -0.65 -0.75
C -1.40 0.07 -0.09
C -2.77 0.29 -0.68
C -1.13 0.77 1.20
H 3.93 -0.24 -0.51
H 3.43 -0.05 1.14
H 3.15 -1.62 0.33
H 1.12 -1.80 -0.14
H -0.73 -1.12 -1.67
H -3.56 -0.02 0.02
H -2.91 -0.22 -1.61
H -2.94 1.36 -0.90
H -1.96 0.68 1.87
H -0.97 1.85 1.04
H -0.25 0.37 1.72
*
```

Values from the calculation:
HOMO level = -8.0 eV
LUMO = 0.79 eV
Frontier orbital gap = 8.827 eV

natural (NBO) population analysis, charges in e, atoms 1 to 5: -0.6693 0.1336 -0.1840 -0.5908 -0.0702

***

Which one sits at the bottom of the stability order? <1> does.

***

<1>
Computed, not measured: an isolated molecule of C4H6O4, with the ωB97M-V functional and the def2-TZVPD basis.

```
! RIJCOSX wB97M-V def2-TZVPD def2/J DEFGRID3
* xyz 0 1
C -0.48 -1.76 0.41
C 0.07 -0.40 0.13
C 0.61 -0.02 -1.06
O 1.52 0.98 -1.16
O 0.30 0.44 1.25
C -0.82 1.23 1.06
O -1.77 1.29 1.81
O -0.56 2.20 0.08
H -0.86 -1.81 1.43
H -1.31 -1.98 -0.27
H 0.29 -2.52 0.29
H 0.45 -0.58 -1.98
H 2.16 0.75 -1.86
H 0.39 2.18 -0.13
*
```

Values from the calculation:
HOMO level = -9.2 eV
LUMO = 0.24 eV
Frontier orbital gap = 9.452 eV

natural (NBO) population analysis, charges in e, atoms 1 to 5: -0.6660 0.1739 0.0998 -0.7110 -0.5093

***

<2>
Computed, not measured: an isolated molecule of C4H6O4, with the ωB97M-V functional and the def2-TZVPD basis.

```
! RIJCOSX wB97M-V def2-TZVPD def2/J DEFGRID3
* xyz 0 1
O 0.51 2.19 -0.79
C 0.36 1.08 -0.31
C 1.22 -0.23 -0.43
O 2.22 -0.49 0.50
C -0.11 -0.96 -0.01
O -0.94 -1.44 -0.98
C -0.70 0.38 0.57
O -2.07 0.53 0.33
H 1.44 -0.46 -1.51
H 2.78 0.27 0.48
H 0.06 -1.76 0.75
H -1.85 -0.98 -0.91
H -0.42 0.55 1.61
H -2.51 1.33 0.70
*
```

Values from the calculation:
HOMO level = -9.6 eV
LUMO = 0.24 eV
Frontier orbital gap = 9.819 eV

natural (NBO) population analysis, charges in e, atoms 1 to 5: -0.4922 0.5467 -0.0376 -0.6798 0.0903

***

<3>
Computed, not measured: C4H6O4 as an isolated structure, with the ωB97M-V functional and the def2-TZVPD basis.

```
! RIJCOSX wB97M-V def2-TZVPD def2/J DEFGRID3
* xyz 0 1
C 0.41 0.87 0.72
C 0.96 0.02 -0.32
C -0.32 -0.37 0.30
C -1.47 -0.01 -0.51
H 0.15 2.57 -0.79
H 1.10 0.53 1.59
H 0.83 0.59 -1.18
H 1.75 -1.88 -0.69
H -1.06 -2.17 1.07
H -1.59 0.89 -1.23
O -0.31 1.97 0.57
O 2.34 -0.78 -0.30
O -0.31 -1.51 0.99
O -2.47 -0.72 -0.22
*
```

Values from the calculation:
HOMO level = -9.5 eV
LUMO = -1.31 eV
Frontier orbital gap = 8.169 eV

natural (NBO) population analysis, charges in e, atoms 1 to 5: 0.0514 0.0706 0.1018 0.3899 0.3458

***

<4>
Computed, not measured: an isolated molecule of C4H6O4, with the ωB97M-V functional and the def2-TZVPD basis.

```
! RIJCOSX wB97M-V def2-TZVPD def2/J DEFGRID3
* xyz 0 1
O -0.37 -1.01 2.20
C 0.55 -0.41 1.64
C 0.55 0.16 0.29
O 1.83 0.65 -0.06
C -0.69 0.66 -0.39
O -0.34 1.65 -1.32
C -0.25 -0.75 -0.67
O -1.01 -1.86 -0.31
H 1.48 -0.21 2.18
H 1.74 1.32 -0.70
H -1.64 0.79 0.19
H -0.93 1.67 -2.06
H 0.28 -0.82 -1.66
H -1.19 -1.84 0.68
*
```

Values from the calculation:
HOMO level = -9.3 eV
LUMO = 0.47 eV
Frontier orbital gap = 9.818 eV

natural (NBO) population analysis, charges in e, atoms 1 to 5: -0.5703 0.4276 0.0619 -0.6785 0.0492

***

Which one sits at the bottom of the stability order? <3> does.